Formula: C3H9BrNPS
Source: the OMol25 dataset
Level of theory: the ωB97M-V functional and the def2-TZVPD basis

Geometry (Å):
C1 -0.0295 0.5028 -1.9514
C2 -1.5683 0.3327 -0.0754
C3 0.9023 -0.3126 2.0606
N1 -0.2296 0.6033 -0.4431
P1 1.0217 -0.4851 0.2142
S1 0.2119 -3.1345 0.2891
Br1 2.7805 0.7820 -0.1204
H1 -0.4311 1.3609 -2.6072
H2 1.0675 0.4314 -2.0920
H3 -0.3905 -0.3699 -2.4232
H4 -1.9583 -0.6510 -0.2357
H5 -1.6901 0.4820 1.0022
H6 -2.0892 1.1271 -0.7207
H7 0.4556 0.7786 2.2274
H8 0.1341 -1.0409 2.3535
H9 1.8129 -0.4069 2.5220

Force components x, y, z for each atom (eV/Å):
1.077 1.821 0.154
-1.432 1.987 -0.017
-4.143 2.621 -1.933
2.736 -1.428 -1.615
-1.037 -0.169 0.399
0.087 0.557 -0.053
0.776 0.459 -0.035
0.530 -0.832 1.638
-0.627 0.482 -0.279
-0.907 -1.383 -0.028
-0.138 -0.836 -0.746
-0.219 0.517 -0.158
-0.256 -1.296 1.398
1.043 -2.224 -0.119
0.403 0.146 0.331
2.107 -0.423 1.063

The spin multiplicity is 3. The calculation puts the largest force on an atom at 5.269 eV Å⁻¹. For the HOMO energy (spin up / spin down), the calculation gives -7.94 / -8.85 eV. The relative energy (zero: lowest compared OMol25 entry of this formula, charge and spin) is 0.9 kcal/mol. The calculation puts the LUMO energy (spin up / spin down) at 0.0289 / -0.0681 hartree.